Entry 1:
The following is a DFT calculation (ωB97M-V/def2-TZVPD) of a single C2H8N2OS2 molecule.

Output
Molecular weight = 140.2 g mol⁻¹
Spin multiplicity = 1
E_LUMO = 0.65 eV
HOMO level = -8.69 eV
Frontier orbital gap = 9.3 eV

XYZ file:
```
15
C2H8N2OS2 ωB97M-V/def2-TZVPD
C -1.09 0.41 1.06
C -0.64 0.71 -1.33
N 1.71 -1.25 0.32
N -0.72 -0.13 -0.24
O -0.59 -2.35 0.80
S 1.06 1.57 -1.49
S 0.15 -1.75 -0.28
H -0.27 0.57 1.81
H -1.65 1.36 0.83
H -1.79 -0.29 1.54
H 1.48 2.04 -0.23
H -0.73 0.24 -2.24
H -1.45 1.48 -1.19
H 2.29 -0.95 -0.45
H 2.23 -1.66 1.07
```

***

Entry 2:
The following is a DFT calculation (ωB97M-V/def2-TZVPD) of a single C3H3N3 molecule.

Output
Molecular weight = 81.1 g mol⁻¹
Spin multiplicity = 1
E_LUMO (spin up / spin down) = -1.83 / -2.51 eV
HOMO level (spin up / spin down) = -8.86 / -8.53 eV
Frontier orbital gap (spin up / spin down) = 7.0 / 6.0 eV

XYZ file:
```
9
C3H3N3 ωB97M-V/def2-TZVPD
C 1.42 0.12 -0.04
C 2.04 1.14 0.09
C 0.60 -1.09 -0.11
N -0.74 -0.67 -0.21
N -1.39 0.31 -0.02
N -1.49 1.47 0.02
H 0.95 -1.66 -0.90
H 0.85 -1.60 0.75
H -2.23 1.98 0.42
```

***

Entry 3:
The following is a DFT calculation (ωB97M-V/def2-TZVPD) of a molecular structure, C16H18IrN3O5S2Se2.

Output
Molecular weight = 746.6 g mol⁻¹
Spin multiplicity = 6
Expectation value of S² = 8.78
E_LUMO (spin up / spin down) = -3.48 / -5.70 eV
HOMO level (spin up / spin down) = -9.32 / -11.10 eV
Net charge = +1
Frontier orbital gap (spin up / spin down) = 5.8 / 5.4 eV

XYZ file:
```
47
C16H18IrN3O5S2Se2 ωB97M-V/def2-TZVPD
Ir 0.23 0.59 -1.05
O 1.39 -1.88 0.12
C 2.80 -1.88 0.30
C 3.29 -0.48 0.70
C 4.63 -0.71 1.44
O 5.27 0.49 1.80
C 3.61 0.40 -0.52
Se 2.38 0.34 -2.05
C 2.38 0.20 1.73
Se 0.74 1.14 1.20
H 1.13 -2.63 -0.43
H 3.31 -2.19 -0.61
H 3.05 -2.59 1.10
H 5.28 -1.35 0.83
H 4.42 -1.24 2.38
H 5.86 0.78 1.10
H 4.57 0.09 -0.95
H 3.71 1.44 -0.22
H 2.97 0.96 2.24
H 2.06 -0.53 2.47
S -1.06 0.90 -3.49
C -0.89 2.48 -3.04
N -1.27 3.54 -3.82
C -1.08 4.82 -3.45
C -0.50 5.10 -2.25
C -0.13 4.00 -1.45
N -0.33 2.76 -1.83
H -1.68 3.32 -4.71
H -1.41 5.58 -4.15
H -0.34 6.11 -1.92
H 0.33 4.14 -0.48
O -5.84 0.42 -1.05
S -4.81 0.01 -0.15
O -5.21 -1.42 0.44
N -3.37 -0.14 -0.78
C -2.46 -1.03 -0.29
O -1.33 -1.11 -0.78
C -2.88 -1.92 0.82
C -1.92 -2.61 1.56
C -2.31 -3.46 2.58
C -3.66 -3.63 2.86
C -4.62 -2.94 2.15
C -4.22 -2.09 1.14
H -0.87 -2.44 1.32
H -1.56 -3.99 3.16
H -3.97 -4.30 3.66
H -5.68 -3.05 2.36
```

***

Energy relative to the best compared isomer or geometry (same formula, charge and spin) readings, ordered: 291.2 883.8 122.2 kJ/mol